Here is 13 unconnected molecules or ions with the total composition C27H83O17PSi from the OMol25 dataset. Energies are from ωB97M-V with the def2-TZVPD basis set.

The geometry in XYZ format:
```
129
Properties=species:S:1:pos:R:3:mulliken_charge:R:1
C 2.2662 -1.4749 -3.6388 -0.68
C 3.7995 -1.4196 -3.7790 -0.90
C 4.4955 -1.6355 -2.4317 -0.07
C 4.2314 -0.4886 -1.4637 -0.01
C 4.9056 -0.6297 -0.0830 -0.83
C 5.1871 -2.0647 0.3905 -0.62
C 3.9761 -2.7568 1.0203 -0.58
C 2.7598 -2.9038 0.1119 1.07
C 1.4941 -3.2388 0.9136 -1.27
C 0.8434 -1.9927 1.4568 -0.40
O 0.1015 -1.3277 0.3825 -0.39
P -0.3396 0.1560 0.5666 0.61
O -1.4864 0.4031 1.4585 -0.81
O 0.9883 0.8873 1.0687 -0.57
O -0.5768 0.6568 -0.9207 0.37
C -1.6364 1.6137 -1.0685 -0.81
C -1.8842 2.0584 -2.5140 0.55
O -0.9528 1.5705 -3.4612 -0.37
Si -0.9355 2.4663 -4.8775 0.58
C -0.0162 1.5545 -6.2157 -1.22
C -2.6801 2.7988 -5.4642 -0.86
C -0.0945 4.1079 -4.5442 -0.91
H 1.8146 -0.4824 -3.6143 0.07
H 1.8086 -2.0473 -4.4461 0.41
H 1.9907 -1.9633 -2.6997 0.06
H 4.1074 -0.4599 -4.2041 0.43
H 4.1247 -2.2007 -4.4704 0.35
H 5.5767 -1.7479 -2.5728 0.40
H 4.1400 -2.5904 -2.0333 -0.04
H 4.5862 0.4255 -1.9540 0.59
H 3.1548 -0.3431 -1.3378 -0.23
H 4.2430 -0.1806 0.6674 0.12
H 5.8242 -0.0397 -0.0514 0.38
H 5.9593 -2.0088 1.1658 0.46
H 5.6012 -2.6984 -0.3932 0.00
H 3.7068 -2.2246 1.9400 0.32
H 4.2813 -3.7685 1.3121 0.26
H 2.5656 -1.9761 -0.4328 -0.95
H 2.9502 -3.6935 -0.6188 0.31
H 0.7713 -3.7906 0.3098 0.49
H 1.7662 -3.8425 1.7848 0.32
H 0.1252 -2.1971 2.2480 0.37
H 1.5989 -1.3048 1.8380 0.28
H 0.7576 1.7312 1.4773 0.34
H -2.5522 1.1925 -0.6558 0.33
H -1.3876 2.4948 -0.4708 0.28
H -1.8556 3.1558 -2.4977 -0.50
H -2.8898 1.7457 -2.8069 0.26
H -0.2612 2.0123 -7.1760 0.34
H -0.3006 0.5003 -6.2502 0.32
H 1.0632 1.6101 -6.0616 0.31
H -2.6159 3.2379 -6.4613 0.30
H -3.2668 1.8782 -5.5061 0.30
H -3.1747 3.5238 -4.8153 0.26
H -0.6723 4.9215 -4.9931 0.39
H 0.8990 4.1289 -4.9963 0.35
H 0.0132 4.3366 -3.4819 0.15
C -4.3618 6.2315 -6.0164 -0.64
O -3.7011 5.9738 -4.7834 -0.38
H -3.8842 5.6098 -6.7699 0.18
H -5.4202 5.9634 -5.9738 0.29
H -4.2684 7.2802 -6.3083 0.30
H -4.1031 6.5032 -4.0878 0.24
C -0.8677 -1.6163 5.3557 -0.74
O -0.7755 -0.8736 4.1507 -0.30
H 0.0701 -2.1589 5.4673 0.29
H -1.0043 -0.9652 6.2224 0.33
H -1.6975 -2.3308 5.3190 0.24
H -1.5871 -0.3699 4.0190 0.22
C 5.1882 -6.1950 -1.4538 -0.61
O 5.7131 -4.8712 -1.5270 -0.35
H 4.3598 -6.1631 -0.7485 0.19
H 4.8096 -6.5309 -2.4230 0.31
H 5.9373 -6.8962 -1.0849 0.27
H 6.4456 -4.8708 -2.1491 0.23
C -4.6011 2.0971 -9.1762 -0.59
O -4.9018 2.8988 -8.0431 -0.43
H -3.9649 2.6952 -9.8249 0.23
H -4.0588 1.1884 -8.9004 0.26
H -5.5002 1.8197 -9.7326 0.29
H -5.4589 2.3882 -7.4495 0.26
C -3.1221 5.5078 -1.1245 -0.23
O -2.4304 6.0207 -2.2518 -0.51
H -3.0450 6.2535 -0.3364 0.33
H -4.1817 5.3322 -1.3347 0.25
H -2.6826 4.5751 -0.7566 -0.11
H -2.4997 5.3905 -2.9785 0.29
C -5.0036 0.8577 2.4888 -0.58
O -3.7179 1.4138 2.7044 -0.47
H -5.6811 1.3242 3.2022 0.27
H -5.3709 1.0515 1.4759 0.32
H -4.9916 -0.2231 2.6623 0.17
H -3.0903 1.0072 2.0837 0.50
C -4.6019 -2.4476 4.7567 -0.34
O -4.4292 -3.3265 5.8663 -0.53
H -4.4112 -1.4366 5.1056 -0.06
H -3.8911 -2.6788 3.9559 0.27
H -5.6203 -2.5069 4.3624 0.38
H -4.5914 -4.2249 5.5673 0.29
C -4.2762 1.0313 7.3127 -0.47
O -3.8736 0.5453 6.0375 -0.36
H -4.3994 0.1680 7.9620 0.24
H -3.5224 1.6901 7.7485 0.06
H -5.2267 1.5680 7.2568 0.32
H -3.7602 1.2945 5.4416 0.20
C 0.5141 -5.2985 5.4938 -0.65
O 0.5570 -4.5194 4.3077 -0.37
H 1.4607 -5.8306 5.5569 0.23
H 0.4039 -4.6763 6.3869 0.27
H -0.2967 -6.0315 5.4726 0.28
H -0.2745 -4.0402 4.2390 0.21
C 2.1453 4.4245 -1.0680 -0.33
O 2.5061 4.0042 -2.3732 -0.49
H 2.7776 5.2749 -0.8225 0.30
H 1.0997 4.7474 -1.0169 0.14
H 2.3137 3.6393 -0.3244 0.13
H 1.9530 3.2513 -2.6048 0.26
C 7.0009 -6.6553 2.0878 -0.45
O 7.4708 -6.9599 0.7817 -0.48
H 6.3035 -7.4434 2.3629 0.23
H 7.8127 -6.6382 2.8196 0.31
H 6.4742 -5.6975 2.1156 0.13
H 8.0829 -6.2681 0.5159 0.29
C -1.7745 2.6867 9.9496 -0.54
O -2.5488 1.6046 10.4469 -0.49
H -2.3277 3.5963 10.1724 0.22
H -0.7966 2.7469 10.4344 0.28
H -1.6264 2.6246 8.8676 0.20
H -2.0769 0.7883 10.2601 0.29
```

Computed properties:
**E_LUMO**: 0.483 eV
**HOMO level**: -9.90 eV
**Multiplicity**: 1
**Gap between HOMO and LUMO**: 0.382 Eh

Here is a molecular structure, C28H16Cl3EuN9O3S in a non-equilibrium geometry from the OMol25 dataset. Energies are from ωB97M-V with the def2-TZVPD basis set.

The geometry in XYZ format:
```
61
Properties=species:S:1:pos:R:3:mulliken_charge:R:1
Eu 0.0728 -0.5451 -0.4393 1.39
Cl -7.0477 1.0373 1.1120 -0.27
C -5.6380 0.2214 0.4818 0.05
C -4.4464 0.9056 0.4486 -0.52
C -3.2573 0.3473 -0.0919 0.08
N -2.0128 0.9846 -0.0959 -0.28
C -1.9290 2.2922 0.0735 0.42
O -2.8213 3.0767 0.3932 -0.84
C -0.5053 2.8702 0.0144 0.30
C -0.3379 4.1988 0.3882 -0.54
C 0.9478 4.7454 0.4216 -0.27
C 2.0304 3.9436 0.1427 -1.22
C 1.7781 2.5914 -0.1615 -0.31
N 0.5283 2.0684 -0.2351 0.43
C -3.2947 -0.9539 -0.5645 -0.24
C -4.5079 -1.6801 -0.5011 -0.72
C -5.6754 -1.1094 0.0058 0.13
Cl -7.2007 -1.9765 -0.1068 -0.27
N -2.1126 -1.5293 -1.0943 -0.01
C -2.1628 -2.5787 -1.9144 0.33
O -3.1633 -3.0817 -2.4935 -0.83
C -0.7819 -3.1132 -2.3064 0.17
C -0.7254 -4.2856 -2.9974 -0.53
C 0.5175 -4.7467 -3.4351 -0.32
C 1.6217 -3.9624 -3.2151 -0.85
C 1.4785 -2.7482 -2.5779 -0.20
N 0.2986 -2.4068 -2.0331 0.06
H -4.4481 1.9112 0.8118 0.66
H -1.2449 4.7652 0.6022 0.43
H 1.0625 5.8215 0.6673 0.32
H 3.0545 4.2695 0.1943 0.44
H 2.5598 1.8974 -0.4544 0.62
H -4.4699 -2.6329 -0.9781 0.60
H -1.6104 -4.8241 -3.1686 0.52
H 0.5626 -5.6582 -3.9793 0.44
H 2.5898 -4.2216 -3.5784 0.40
H 2.3440 -2.0917 -2.3151 0.40
N -1.5186 0.6579 2.9108 -0.21
C -0.2211 0.4230 3.1037 0.23
N 0.6383 0.2123 2.1602 0.49
C 1.9139 0.0963 2.7452 -0.72
C 3.0992 -0.2361 2.0743 0.10
C 4.2980 -0.3360 2.7924 -1.06
C 4.3460 -0.0330 4.1232 -0.24
C 3.1846 0.2699 4.8282 -0.65
C 2.0056 0.2921 4.1149 0.81
S 0.4120 0.5698 4.7519 -0.42
H -1.8214 0.5079 1.9150 -0.06
H -2.1961 0.4084 3.6306 0.28
H 3.0424 -0.3342 0.9867 0.39
H 5.2174 -0.6462 2.2886 0.38
H 5.2860 0.0135 4.6621 0.34
H 3.2023 0.5487 5.8538 0.40
O 2.2628 -0.2163 -1.0352 -0.39
N 1.5176 0.1305 -2.2460 -0.24
C 2.2280 0.9128 -3.0591 0.29
C 1.6635 1.2998 -4.2660 0.11
N 1.0722 1.5017 -5.2613 -0.74
C 3.6137 1.2637 -2.8164 0.27
N 4.7163 1.5383 -2.5343 -0.75
Cl -0.0159 -2.6463 1.2561 -0.59
```

Computed properties:
**E_LUMO (spin up / spin down)**: 3.802 / 3.802 eV
**Energy above the lowest of the compared OMol25 structures with the same formula, charge and spin**: 6.4 kcal/mol
**HOMO level (spin up / spin down)**: -0.76 / -2.68 eV
**Multiplicity**: 8
**Charge**: -2
**Gap between HOMO and LUMO (spin up / spin down)**: 0.168 / 0.238 Eh

Here is a molecular structure, C28H16Cl5OPRu in a non-equilibrium geometry from the OMol25 dataset. Energies are from ωB97M-V with the def2-TZVPD basis set.

The geometry in XYZ format:
```
52
Properties=species:S:1:pos:R:3:mulliken_charge:R:1
Ru 0.1336 0.9662 -0.2926 0.00
Cl -0.4751 6.8101 3.9324 -0.11
C -0.3316 5.2483 3.2915 0.60
C -0.3241 5.0591 1.8949 -0.36
Cl -0.4524 6.3941 0.8471 -0.15
C -0.2213 3.7773 1.4012 1.00
Cl -0.2211 3.4983 -0.2987 -0.27
C -0.1178 2.6312 2.2211 -0.41
O -0.0506 1.4415 1.7422 -0.40
C -0.1263 2.8565 3.6299 0.45
Cl -0.0294 1.4999 4.6485 -0.14
C -0.2346 4.1383 4.1496 -0.11
Cl -0.2623 4.3679 5.8406 -0.12
C 1.0637 -4.0617 3.2214 -0.46
C -0.1733 -4.0964 2.5925 -0.85
C -0.4554 -3.2091 1.5690 -0.08
C 0.5150 -2.2825 1.1821 0.64
C 1.7618 -2.2438 1.8139 -0.36
C 2.0287 -3.1389 2.8352 -0.90
P 0.2287 -1.1966 -0.1929 1.78
C -1.4408 -0.5377 -0.3007 -0.59
C -2.0104 -0.1569 -1.5529 0.49
C -3.2574 0.4450 -1.5954 -1.04
C -3.9640 0.6501 -0.4206 -0.35
C -3.4329 0.2861 0.8251 -0.86
C -2.1910 -0.2850 0.8953 -0.19
C 0.8627 -1.7805 -1.7480 0.32
C 1.1049 -3.0622 -2.1664 -0.59
C 1.6560 -3.2557 -3.4491 -0.87
C 1.9605 -2.1870 -4.2469 -0.80
C 1.7353 -0.8533 -3.8215 0.48
C 2.0708 0.3011 -4.5865 -0.58
C 1.8555 1.5529 -4.0916 -1.10
C 1.2691 1.7405 -2.8199 -0.37
C 0.9086 0.6612 -2.0325 0.07
C 1.1736 -0.6538 -2.5518 0.65
H 1.2787 -4.7618 4.0172 0.44
H -0.9162 -4.8214 2.8953 0.45
H -1.4145 -3.2430 1.0670 0.48
H 2.5131 -1.5248 1.5105 0.41
H 2.9894 -3.1208 3.3306 0.45
H -1.4965 -0.4020 -2.4723 0.50
H -3.6842 0.7243 -2.5484 0.50
H -4.9495 1.0962 -0.4609 0.46
H -4.0074 0.4560 1.7252 0.49
H -1.7547 -0.5528 1.8489 0.59
H 0.8950 -3.9110 -1.5278 0.57
H 1.8501 -4.2611 -3.7956 0.44
H 2.3992 -2.3535 -5.2231 0.45
H 2.5070 0.1721 -5.5693 0.48
H 2.1236 2.4209 -4.6780 0.45
H 1.1101 2.7583 -2.4847 0.40
```

Computed properties:
**E_LUMO (spin up / spin down)**: -9.272 / -9.191 eV
**HOMO level (spin up / spin down)**: -13.46 / -13.47 eV
**Multiplicity**: 1
**Charge**: +2
**Gap between HOMO and LUMO (spin up / spin down)**: 0.154 / 0.157 Eh

Here is a molecular structure, C28H18AsNO7PtS from the OMol25 dataset. Energies are from ωB97M-V with the def2-TZVPD basis set.

The geometry in XYZ format:
```
57
Properties=species:S:1:pos:R:3:mulliken_charge:R:1
Pt -0.5126 -0.2822 -0.2399 1.41
O 1.4197 -3.8208 -1.1275 -0.68
C 1.0519 -2.6695 -0.9888 0.57
O -0.1399 -2.2172 -1.2177 -0.75
C 2.0774 -1.5668 -0.5763 0.62
O 3.2714 -1.7833 -0.5550 -0.71
O 1.5307 -0.4141 -0.3273 -0.76
O 0.4840 -2.7065 3.4041 -0.64
C 0.0488 -2.0079 4.4569 0.33
C 0.0470 -2.6372 5.7065 -0.60
C -0.3882 -1.9625 6.8311 -0.29
C -0.8294 -0.6452 6.7384 -0.63
C -0.8275 -0.0226 5.5000 -0.37
C -0.3990 -0.6787 4.3527 -0.11
C -0.4445 0.0593 3.0287 0.99
O -0.7335 1.2559 3.0289 -0.68
O -0.1650 -0.6538 1.9969 -0.90
H 0.3421 -2.1157 2.6138 0.29
H 0.3888 -3.6634 5.7609 0.40
H -0.3913 -2.4692 7.7902 0.34
H -1.1692 -0.1144 7.6193 0.38
H -1.1596 1.0016 5.3884 0.42
C 2.5679 6.6925 1.8001 -0.41
C 1.1958 6.5021 1.7245 -0.67
C 0.6747 5.2506 1.4120 -0.20
C 1.5183 4.1716 1.1713 0.37
C 2.8955 4.3705 1.2699 -0.38
C 3.4199 5.6186 1.5712 -0.65
As 0.9176 2.3191 0.7241 0.23
C 1.3510 2.5680 -1.1745 0.43
C 2.5743 2.3291 -1.7805 -0.86
C 2.7253 2.5540 -3.1421 -0.69
C 1.6443 2.9936 -3.9001 -0.62
C 0.4107 3.2052 -3.3026 -0.59
C 0.2594 2.9965 -1.9347 0.13
C -0.9913 3.1672 -1.1658 1.29
C -2.2117 3.5856 -1.6838 -0.52
C -3.3166 3.6898 -0.8517 -0.77
C -3.2076 3.3910 0.5012 -0.81
C -1.9925 2.9747 1.0281 -0.43
C -0.8893 2.8539 0.1943 0.21
H 2.9727 7.6688 2.0402 0.34
H 0.5248 7.3339 1.9067 0.37
H -0.3986 5.1189 1.3486 0.34
H 3.5644 3.5322 1.1029 0.34
H 4.4935 5.7561 1.6304 0.36
H 3.3968 1.9300 -1.1992 0.47
H 3.6798 2.3642 -3.6178 0.38
H 1.7604 3.1494 -4.9663 0.36
H -0.4332 3.5191 -3.9062 0.35
H -2.3100 3.8164 -2.7382 0.33
H -4.2752 3.9807 -1.2633 0.32
H -4.0800 3.4560 1.1391 0.39
H -1.8942 2.7039 2.0729 0.42
S -5.2728 0.1682 -0.5070 -0.50
C -3.6495 0.0317 -0.4101 0.47
N -2.4902 -0.0376 -0.3448 -0.44
```

Computed properties:
**E_LUMO (spin up / spin down)**: 4.384 / 4.191 eV
**Energy above the lowest of the compared OMol25 structures with the same formula, charge and spin**: 0.0 kcal/mol
**HOMO level (spin up / spin down)**: -2.40 / -2.94 eV
**Multiplicity**: 3
**Charge**: -2
**Gap between HOMO and LUMO (spin up / spin down)**: 0.249 / 0.262 Eh